Density functional theory data (ωB97M-V/def2-TZVPD) for an isolated molecule of C3H6N2O2 at a distorted geometry.

Each line ends with the natural charge from an NBO analysis.
Atoms and positions in Å:
H1 0.361 2.345 -1.210  0.337
N1 0.062 2.010 -0.381  -0.714
C1 -0.154 0.738 -0.464  0.412
N2 -0.233 -0.141 -1.431  -0.311
O1 -0.230 -1.430 -0.945  -0.378
C2 0.075 -1.424 0.478  -0.115
C3 -0.333 -0.082 0.829  -0.019
O2 0.544 0.423 1.770  -0.717
H2 0.509 -0.191 -2.058  0.383
H3 1.207 -1.517 0.828  0.197
H4 -0.391 -2.444 0.784  0.226
H5 -1.393 0.129 1.287  0.206
H6 0.869 1.250 1.394  0.495

The calculation puts the HOMO-LUMO gap at 0.37995 Eh. The calculation puts the HOMO energy at -0.350 Eh. For the total energy, the calculation gives -377.78145 Ha. For the LUMO energy, the calculation gives 0.0299 hartree. Its relative energy (zero: lowest compared OMol25 entry of this formula, charge and spin) is 467.0 kJ/mol.



Density functional theory data (ωB97M-V/def2-TZVPD) for a cluster of 3 separate species, C4H11NO2 in total at a distorted geometry.

Each line ends with the natural charge from an NBO analysis.
Atoms and positions in Å:
C1 -3.405 -1.807 1.242  -0.040
N1 -2.956 -0.632 1.279  -0.394
C2 -1.716 -0.395 0.649  -0.040
C3 -0.566 -1.029 0.794  -0.229
C4 0.738 -0.633 0.163  -0.643
H1 -3.034 -2.728 0.774  0.147
H2 -4.167 -2.176 1.940  0.161
H3 -1.837 0.511 0.054  0.190
H4 -0.528 -1.849 1.501  0.197
H5 0.878 -1.036 -0.841  0.220
H6 1.526 -1.129 0.736  0.211
H7 0.962 0.430 0.160  0.220
O1 -1.407 4.755 -5.002  -0.922
H8 -0.661 5.103 -5.520  0.461
H9 -1.029 4.989 -4.141  0.461
O2 7.083 -1.318 1.950  -0.940
H10 6.783 -0.763 2.673  0.470
H11 6.301 -1.696 1.540  0.469

The calculation puts the HOMO-LUMO gap at 0.35446 Eh. The calculation puts the HOMO energy at -0.331 Eh. For the total energy, the calculation gives -364.16575 Ha. For the LUMO energy, the calculation gives 0.0238 hartree. Its relative energy (zero: lowest compared OMol25 entry of this formula, charge and spin) is 268.9 kJ/mol.



Density functional theory data (ωB97M-V/def2-TZVPD) for an isolated molecule of C4H7NO2.

Each line ends with the natural charge from an NBO analysis.
Atoms and positions in Å:
C1 -0.776 -1.474 0.271  -0.607
C2 0.010 -0.227 -0.042  -0.059
C3 0.603 -0.165 -1.416  0.426
O1 0.771 -1.159 -2.084  -0.519
C4 0.841 0.518 0.963  -0.254
N1 -0.479 0.988 0.616  -0.120
O2 -0.414 2.145 -0.205  -0.594
H1 -1.724 -1.446 -0.278  0.223
H2 -0.228 -2.364 -0.045  0.236
H3 -1.002 -1.538 1.338  0.219
H4 0.927 0.831 -1.770  0.136
H5 1.664 1.107 0.559  0.215
H6 0.980 0.136 1.971  0.216
H7 -1.172 2.649 0.121  0.482

The calculation puts the HOMO-LUMO gap at 0.39070 Eh. The calculation puts the HOMO energy at -0.359 Eh. For the total energy, the calculation gives -361.74892 Ha. For the LUMO energy, the calculation gives 0.0320 hartree. Its relative energy (zero: lowest compared OMol25 entry of this formula, charge and spin) is 346.4 kJ/mol.



Density functional theory data (ωB97M-V/def2-TZVPD) for an isolated molecule of C5H11NOS at a distorted geometry.

Each line ends with the natural charge from an NBO analysis.
Atoms and positions in Å:
C1 -1.919 -0.874 -2.140  -0.706
C2 -1.595 -0.276 -0.768  0.684
O1 -2.214 -0.383 0.275  -0.619
N1 -0.305 0.198 -0.717  -0.628
C3 0.369 0.486 0.540  -0.067
C4 1.403 1.607 0.254  -0.627
C5 0.944 -0.735 1.252  -0.535
S1 1.634 -0.316 2.864  -0.040
H1 -2.372 -0.070 -2.687  0.233
H2 -2.488 -1.789 -2.148  0.243
H3 -0.976 -1.129 -2.652  0.210
H4 0.230 0.206 -1.569  0.387
H5 -0.354 0.890 1.258  0.224
H6 1.249 2.295 1.090  0.232
H7 1.288 2.158 -0.670  0.216
H8 2.417 1.178 0.211  0.204
H9 0.231 -1.554 1.200  0.244
H10 1.852 -1.143 0.771  0.211
H11 0.605 -0.752 3.636  0.134

The calculation puts the HOMO-LUMO gap at 0.36120 Eh. The calculation puts the HOMO energy at -0.333 Eh. For the total energy, the calculation gives -725.29404 Ha. For the LUMO energy, the calculation gives 0.0279 hartree. Its relative energy (zero: lowest compared OMol25 entry of this formula, charge and spin) is 81.0 kJ/mol.



Density functional theory data (ωB97M-V/def2-TZVPD) for a cluster of 2 separate species, C2H9NS in total at a distorted geometry.

Each line ends with the natural charge from an NBO analysis.
Atoms and positions in Å:
C1 -0.039 -0.740 2.416  -0.745
S1 -0.604 -1.746 1.059  -0.678
H1 -0.803 -0.027 2.732  0.181
H2 0.294 -1.287 3.275  0.198
H3 0.707 -0.099 1.913  0.179
C2 -0.278 1.096 -1.164  -0.464
N1 0.448 -0.141 -1.727  -0.735
H4 0.359 1.851 -0.750  0.222
H5 -0.857 1.659 -1.973  0.217
H6 -0.980 0.768 -0.296  0.293
H7 0.696 -0.830 -0.971  0.467
H8 1.322 0.135 -2.255  0.425
H9 -0.263 -0.640 -2.260  0.440

The calculation puts the HOMO-LUMO gap at 0.21444 Eh. The calculation puts the HOMO energy at -0.224 Eh. For the total energy, the calculation gives -534.44073 Ha. For the LUMO energy, the calculation gives -0.0100 hartree. Its relative energy (zero: lowest compared OMol25 entry of this formula, charge and spin) is 233.5 kJ/mol.



Density functional theory data (ωB97M-V/def2-TZVPD) for a cluster of 2 separate species, C4H15PSi2 in total at a distorted geometry.

Each line ends with the natural charge from an NBO analysis.
Atoms and positions in Å:
C1 -3.407 0.759 -1.260  -1.100
Si1 -2.773 -0.059 0.286  1.066
C2 -0.996 0.607 0.826  -1.079
P1 -2.713 -2.268 -0.239  -0.172
H1 -4.350 0.239 -1.583  0.254
H2 -3.528 1.830 -1.190  0.251
H3 -2.623 0.460 -1.923  0.235
H4 -3.319 0.424 1.585  -0.163
H5 -0.670 0.810 1.864  0.249
H6 -0.102 0.018 0.553  0.227
H7 -0.945 1.424 0.177  0.219
H8 -2.458 -2.971 0.936  0.021
H9 -1.442 -2.120 -0.597  -0.007
C3 2.480 1.490 0.675  -1.133
Si2 2.807 -0.227 0.445  1.204
C4 4.236 -0.780 -0.662  -1.106
H10 3.048 2.304 0.947  0.216
H11 1.347 1.695 0.906  0.237
H12 1.715 -1.267 0.874  -0.165
H13 4.136 -1.552 -1.406  0.255
H14 4.446 0.121 -1.150  0.248
H15 5.112 -0.938 -0.066  0.245

The calculation puts the HOMO-LUMO gap at 0.30798 Eh. The calculation puts the HOMO energy at -0.297 Eh. For the total energy, the calculation gives -1081.59768 Ha. For the LUMO energy, the calculation gives 0.0112 hartree. Its relative energy (zero: lowest compared OMol25 entry of this formula, charge and spin) is 226.4 kJ/mol.